Here is a structure of composition C36H42ClN4OPPdSi2 from OMol25. Energies are from ωB97M-V/def2-TZVPD.

XYZ file:
```
88
C36H42ClN4OPPdSi2 (ωB97M-V/def2-TZVPD)
Pd 0.34007 -0.87899 -0.68028
O 2.62894 -2.00399 -1.94677
N 2.23461 -0.74183 -1.44308
C 3.25028 -0.00072 -1.01922
C 3.17260 1.27762 -0.41857
C 4.38258 1.87301 0.01942
C 4.40145 3.07060 0.68467
C 3.20372 3.75046 0.94501
C 2.00967 3.20962 0.51247
C 1.96222 1.98833 -0.16474
P 0.43325 1.37722 -0.88957
C 0.63229 2.03682 -2.58671
C 0.97824 1.18942 -3.63607
C 1.20874 1.69311 -4.90757
C 1.10204 3.05451 -5.14534
C 0.80137 3.91229 -4.09639
C 0.58291 3.41139 -2.82413
C -0.88507 2.34497 -0.10460
C -0.98260 2.22935 1.28469
C -2.01459 2.84516 1.96994
C -2.95814 3.59143 1.27630
C -2.86876 3.71018 -0.10175
C -1.84509 3.07823 -0.79434
H 3.50705 -2.20132 -1.59106
H 4.24751 -0.42838 -1.11216
H 5.31398 1.35385 -0.17885
H 5.34242 3.49394 1.01266
H 3.21336 4.69719 1.46912
H 1.09001 3.74862 0.69971
H 1.08687 0.13414 -3.44331
H 1.47853 1.01925 -5.71076
H 1.26451 3.44981 -6.13989
H 0.75092 4.98062 -4.26596
H 0.39121 4.09478 -2.00595
H -0.23567 1.65181 1.81564
H -2.08983 2.73266 3.04412
H -3.76600 4.07674 1.80901
H -3.60465 4.28944 -0.64506
H -1.80083 3.15285 -1.87271
C -3.55821 -2.77960 -1.42799
Si -2.68724 -1.09782 -1.51618
C -1.75112 -1.04118 -3.16096
C -3.97823 0.27938 -1.68026
N -1.62749 -0.91057 -0.14965
C -1.99618 -0.80266 1.13073
C -3.36754 -0.78536 1.50848
C -3.77154 -0.63107 2.80482
C -2.81478 -0.47871 3.82914
C -1.48423 -0.51218 3.52798
C -0.99426 -0.70402 2.19815
N 0.29361 -0.81477 1.90003
Si 1.57649 -0.84372 3.05879
C 1.87378 0.81806 3.91859
C 1.30872 -2.18614 4.38240
C 3.16786 -1.34716 2.17877
H -4.21352 -2.91968 -2.29082
H -4.16863 -2.86735 -0.52658
H -2.83671 -3.59985 -1.41515
H -2.21415 -1.70629 -3.89575
H -0.70923 -1.32940 -3.04982
H -1.77261 -0.03045 -3.57103
H -4.54050 0.14101 -2.60744
H -3.48637 1.25085 -1.72680
H -4.69370 0.31405 -0.85716
H -4.10595 -0.88874 0.72443
H -4.82755 -0.62072 3.04268
H -3.13766 -0.34494 4.85402
H -0.75444 -0.39558 4.31880
H 0.99533 1.16569 4.46728
H 2.14173 1.58927 3.19064
H 2.69798 0.73493 4.63112
H 0.33276 -2.11848 4.86638
H 2.07219 -2.10459 5.15993
H 1.38985 -3.18645 3.94798
H 3.70108 -0.47594 1.80055
H 2.95005 -2.00685 1.33585
H 3.83857 -1.88060 2.85776
Cl -0.35426 -6.05270 -3.09220
C 0.02674 -5.15627 -1.66580
C 0.29945 -5.81008 -0.47561
C 0.58486 -5.02778 0.63081
C 0.57409 -3.64952 0.50983
N 0.30982 -3.03040 -0.64245
C 0.04804 -3.77438 -1.71519
H 0.28092 -6.88956 -0.42148
H 0.80349 -5.48581 1.58532
H 0.76349 -3.00673 1.35711
H -0.14495 -3.26330 -2.64796
```

Results
2S+1 = 3
LUMO energy (spin up / spin down) = 0.24 / -0.79 eV
HOMO-LUMO gap (spin up / spin down) = 5.523 / 6.761 eV


Here is a structure of composition C36H42N4O2P2S6SbY in a non-equilibrium geometry from OMol25. Energies are from ωB97M-V/def2-TZVPD.

XYZ file:
```
94
C36H42N4O2P2S6SbY (ωB97M-V/def2-TZVPD)
Y 1.03879 0.92561 -1.98985
C -3.52004 -5.08039 2.69693
S -1.85821 -4.58982 3.20532
C -2.19872 -2.85404 3.62085
C -2.14796 -1.89994 2.43349
C -0.77222 -1.87060 1.78050
N -0.67640 -0.82265 0.74512
P 0.25929 0.63220 1.02231
C 0.08281 0.91085 2.82032
C -1.08544 1.37310 3.42310
C -1.12516 1.58340 4.79253
C 0.00320 1.34423 5.57094
C 1.17172 0.88919 4.97840
C 1.21001 0.67688 3.60631
C -0.92123 1.89089 0.36213
C -0.45428 3.19730 0.21410
C -1.30177 4.19501 -0.25493
C -2.62324 3.90322 -0.55437
C -3.10985 2.61163 -0.36959
C -2.26243 1.61397 0.08026
P -0.62278 -1.25829 -0.91643
C -2.13672 -2.27769 -1.07658
C -2.12795 -3.66327 -0.93735
C -3.32173 -4.37323 -0.96636
C -4.52969 -3.71249 -1.14219
C -4.54485 -2.33290 -1.30770
C -3.35324 -1.62403 -1.28502
C 0.66228 -2.53549 -1.14417
C 0.76147 -3.05910 -2.43427
C 1.73232 -3.99861 -2.73765
C 2.60828 -4.42838 -1.75087
C 2.51874 -3.90910 -0.46959
C 1.55502 -2.95803 -0.16832
H -3.46213 -6.11478 2.36005
H -3.87382 -4.46198 1.87220
H -4.20879 -5.01844 3.53913
H -1.45829 -2.56765 4.37135
H -3.17984 -2.82692 4.09754
H -2.39746 -0.89314 2.78186
H -2.89624 -2.18409 1.68675
H -0.57108 -2.84296 1.34009
H -0.01094 -1.71118 2.55073
H -1.96511 1.57660 2.82236
H -2.03617 1.94307 5.25428
H -0.02992 1.51999 6.63856
H 2.05318 0.70669 5.58015
H 2.12222 0.32328 3.13623
H 0.56851 3.43913 0.47765
H -0.91834 5.19875 -0.38576
H -3.27893 4.68687 -0.91611
H -4.15173 2.38433 -0.56748
H -2.63751 0.61287 0.25148
H -1.19302 -4.19114 -0.80181
H -3.30213 -5.45049 -0.85233
H -5.45683 -4.27180 -1.15747
H -5.48286 -1.81394 -1.46365
H -3.36493 -0.55130 -1.44698
H 0.09192 -2.71102 -3.21181
H 1.83583 -4.36267 -3.75060
H 3.38421 -5.14351 -1.99329
H 3.23000 -4.21252 0.28843
H 1.53792 -2.51765 0.81843
S 4.84605 1.63750 -4.12282
Sb 3.67392 -0.25042 -3.54022
S 1.39022 -0.03896 -4.31469
S 3.18568 -0.08623 -1.14519
S 4.71473 -2.19436 -3.98777
C 6.67136 1.85108 -1.04823
C 5.45057 2.46472 -0.45402
C 5.23883 2.62526 0.89495
C 3.99504 3.09126 1.31130
N 3.00455 3.34772 0.45607
C 3.24139 3.20509 -0.84866
S 2.02251 3.51750 -2.03439
N 4.46703 2.83499 -1.28436
C 3.71153 3.35008 2.75957
H 7.49504 1.86574 -0.33761
H 6.95433 2.33728 -1.97955
H 6.43508 0.81407 -1.30340
H 6.01167 2.36889 1.60584
H 4.56699 2.60585 -2.31550
H 4.28651 2.68687 3.40592
H 2.64748 3.24259 2.96262
H 3.99685 4.37888 2.99582
N -3.33608 3.51174 -4.86846
C -2.98287 2.19996 -4.33735
C -1.64128 2.25548 -3.64465
O -0.91065 3.31923 -3.89429
O -1.24624 1.36125 -2.92448
H -3.92108 3.44493 -5.68860
H -1.43679 3.88153 -4.50369
H -3.82991 4.06701 -4.18137
H -2.85899 1.49327 -5.15890
H -3.70121 1.76636 -3.64122
```

Results
2S+1 = 1
energy above the lowest of the compared OMol25 structures with the same formula, charge and spin = 146.4 kJ/mol
LUMO energy = -0.13 eV
HOMO-LUMO gap = 6.560 eV


Here is a cluster of 2 separate species, C36H42NO in total in a non-equilibrium geometry from OMol25. Energies are from ωB97M-V/def2-TZVPD.

XYZ file:
```
80
C36H42NO (ωB97M-V/def2-TZVPD)
C -3.23769 -2.00638 4.48699
C -1.81476 -1.79083 4.04226
N -1.59630 -0.48728 3.56359
C -0.31548 -0.09013 3.14189
C 0.77167 -0.24803 4.11127
C 0.56510 -0.62143 5.45351
C 1.62825 -0.72738 6.38379
C 2.95431 -0.34412 5.96153
C 4.00529 -0.36293 6.90507
C 3.78778 -0.79416 8.20769
C 2.49762 -1.21544 8.60877
C 1.43806 -1.17994 7.71475
C 3.14751 0.04525 4.61668
C 2.10332 0.04809 3.71378
C -0.18876 0.49753 1.90028
O -0.93614 -2.63879 4.12329
H -3.74315 -1.05768 4.71131
H -3.77126 -2.53538 3.68672
H -3.23200 -2.64169 5.37845
H -2.35325 -0.16821 2.96104
H -0.42166 -0.88259 5.83732
H 4.99523 -0.03524 6.57516
H 4.61668 -0.81601 8.91699
H 2.34094 -1.56757 9.62706
H 0.43653 -1.49670 8.01388
H 4.14758 0.33713 4.29793
H 2.29939 0.29608 2.67624
H 0.78260 0.80543 1.52985
H -1.08680 0.76236 1.34741
C 0.13838 -3.98092 -6.12506
C -0.14816 -3.18432 -4.88629
C -1.29197 -2.38906 -4.82075
C -1.63941 -1.69939 -3.66130
C -2.93573 -0.93478 -3.74192
C -0.79455 -1.76181 -2.53393
C -1.16654 -1.04554 -1.23175
C -2.38994 -1.69682 -0.57396
C -1.31592 0.49221 -1.41265
C -0.05782 1.23352 -1.58416
C 0.08075 2.47432 -2.24456
C 1.31934 2.79749 -2.92525
C 2.40105 1.78020 -3.12317
C 1.50138 4.04030 -3.51366
C 0.51017 5.02924 -3.47895
C 0.78048 6.40939 -4.00494
C -0.73387 4.68550 -2.94316
C -0.98167 3.45437 -2.35143
C -2.38908 3.22195 -1.90308
C 0.37273 -2.55267 -2.59841
C 1.30116 -2.68803 -1.41591
C 0.68838 -3.24033 -3.76971
H 1.06616 -4.55345 -6.00829
H -0.68043 -4.68691 -6.33304
H 0.23392 -3.32877 -7.00567
H -1.95554 -2.31993 -5.68820
H -3.40395 -0.71020 -2.78080
H -2.81848 0.01183 -4.29795
H -3.66653 -1.53249 -4.31161
H -0.32980 -1.16811 -0.53628
H -2.21989 -2.77398 -0.45744
H -2.55358 -1.28241 0.42645
H -3.30900 -1.57508 -1.15483
H -1.98220 0.67369 -2.26814
H -1.80072 0.90288 -0.51474
H 0.84973 0.73362 -1.21726
H 3.26334 2.25259 -3.61295
H 2.75295 1.35736 -2.17799
H 2.06298 0.95310 -3.76531
H 2.45133 4.26225 -4.01036
H -0.11158 7.03918 -3.90702
H 1.61128 6.90644 -3.47921
H 1.05197 6.36414 -5.06807
H -1.53490 5.42811 -2.98013
H -2.90610 4.18784 -1.81644
H -2.96382 2.63144 -2.63607
H -2.45322 2.74398 -0.92259
H 2.10813 -3.39268 -1.65903
H 1.78320 -1.73526 -1.14338
H 0.78698 -3.07229 -0.52130
H 1.59798 -3.84571 -3.80285
```

Results
2S+1 = 1
LUMO energy = -5.43 eV
net charge = +1
HOMO-LUMO gap = 4.232 eV


Here is a structure of composition C36H43AgN7O5PS from OMol25. Energies are from ωB97M-V/def2-TZVPD.

XYZ file:
```
94
C36H43AgN7O5PS (ωB97M-V/def2-TZVPD)
Ag -0.43525 -0.86310 -1.33268
O -1.96458 0.35452 0.40490
C -2.96072 -0.27652 0.87795
C -4.23858 0.36166 1.01508
C -5.33441 -0.26890 1.55648
C -5.25027 -1.59167 2.00691
C -4.03714 -2.24455 1.87474
C -2.90117 -1.64936 1.31742
C -1.71497 -2.49159 1.23165
N -0.60918 -2.25439 0.63340
N 0.32613 -3.26697 0.79386
C 1.33400 -3.18621 -0.05520
O 1.51420 -2.41666 -1.03105
C 2.44333 -4.17357 0.25654
C 2.38209 -5.06304 1.32868
C 3.43896 -5.92056 1.59734
C 4.57796 -5.90414 0.79874
C 4.64475 -5.02298 -0.27218
C 3.58416 -4.16667 -0.53983
H -4.30331 1.38618 0.66194
H -6.27649 0.26727 1.62992
H -6.11024 -2.09511 2.43178
H -3.95135 -3.27685 2.20571
H -1.80046 -3.46024 1.74134
H 1.48895 -5.05763 1.93970
H 3.37716 -6.60692 2.43513
H 5.40448 -6.57373 1.00998
H 5.52754 -5.00427 -0.90218
H 3.60467 -3.47050 -1.36869
O -6.87231 1.50797 -5.88122
C -6.18026 1.63092 -4.69714
O -6.53214 2.49754 -3.93402
C -5.10956 0.65555 -4.46781
C -4.52685 -0.10883 -5.49261
C -3.48870 -0.97513 -5.23809
C -2.94510 -1.14073 -3.93627
S -1.58826 -2.15372 -3.66169
C -3.58142 -0.40060 -2.90610
C -4.60530 0.47854 -3.16853
H -6.58111 0.69613 -6.31098
H -4.84772 -0.00552 -6.52802
H -3.04028 -1.53757 -6.04814
H -3.21480 -0.50595 -1.89174
H -5.03890 1.05276 -2.35869
N -1.94169 2.32961 -4.02198
C -2.14183 2.90859 -2.78540
C -1.37925 2.18667 -1.91841
N -0.73210 1.17763 -2.59218
C -1.10418 1.28066 -3.84120
H -2.49096 2.49375 -4.84602
H -2.83706 3.71673 -2.63912
H -1.30372 2.25017 -0.84724
H -0.83865 0.58861 -4.62452
O 1.11316 0.85212 0.02658
P 1.81622 1.39456 1.19878
N 1.06337 2.68802 1.95280
C 1.35969 4.03854 1.45035
C 0.14876 4.85660 1.88350
C -0.99429 3.86481 1.68426
C -0.40015 2.55268 2.19105
N 2.12855 0.35171 2.45669
C 2.83246 -0.90648 2.11108
C 2.33279 -1.92891 3.13841
C 1.76302 -1.06949 4.26699
C 1.12725 0.08143 3.49989
N 3.31440 1.96643 0.75084
C 3.72802 1.87719 -0.66062
C 5.26381 1.87593 -0.60747
C 5.59052 1.42143 0.81572
C 4.47140 2.06819 1.62853
H 1.44412 4.05756 0.35596
H 2.29892 4.41323 1.86323
H 0.04160 5.77407 1.30210
H 0.23728 5.12491 2.94095
H -1.23514 3.78112 0.62339
H -1.90794 4.13467 2.21483
H -0.82118 1.68956 1.66393
H -0.58946 2.43985 3.26353
H 3.91246 -0.74357 2.20885
H 2.61697 -1.21885 1.08675
H 3.12622 -2.60609 3.45816
H 1.54073 -2.52649 2.68547
H 2.55866 -0.68418 4.91383
H 1.04036 -1.60462 4.88530
H 0.97035 0.97555 4.10381
H 0.16799 -0.23723 3.07265
H 3.35120 2.72646 -1.23622
H 3.31919 0.97314 -1.11182
H 5.65048 2.88629 -0.76922
H 5.69335 1.22784 -1.37129
H 6.58768 1.71953 1.14600
H 5.51107 0.33436 0.88880
H 4.71980 3.12036 1.83695
H 4.26816 1.57051 2.57640
```

Results
2S+1 = 1
LUMO energy = 4.20 eV
net charge = -2
HOMO-LUMO gap = 5.419 eV


Here is a structure of composition C36H43Cl5N4O3PPbSi in a non-equilibrium geometry from OMol25. Energies are from ωB97M-V/def2-TZVPD.

XYZ file:
```
94
C36H43Cl5N4O3PPbSi (ωB97M-V/def2-TZVPD)
Pb 1.17362 -1.69403 1.37356
Cl 6.37169 -0.11357 5.80463
C 5.41329 -0.97429 4.65268
C 4.07563 -0.62793 4.51172
C 3.27388 -1.29243 3.59596
N 1.90096 -1.04028 3.40600
C 1.14748 -0.28146 4.20890
O 1.47799 0.47504 5.11338
C -0.35111 -0.44996 3.96022
C -1.24610 0.22989 4.78016
C -2.60197 0.03854 4.59587
C -3.03406 -0.82269 3.59300
C -2.08080 -1.45196 2.81630
N -0.76968 -1.27339 2.99686
C 3.82598 -2.32563 2.80052
C 5.16378 -2.65874 2.95366
C 5.95395 -1.98539 3.87702
Cl 7.61560 -2.43673 4.02205
N 2.93772 -2.96094 1.91022
C 3.19060 -4.12749 1.29460
O 4.23422 -4.75946 1.23743
C 1.96115 -4.73847 0.62867
C 2.08760 -5.96515 -0.00862
C 0.96586 -6.54560 -0.57047
C -0.25239 -5.88240 -0.49042
C -0.28981 -4.65886 0.14692
N 0.78883 -4.10206 0.70106
H 3.65619 0.15601 5.12041
H -0.84394 0.87810 5.54553
H -3.31776 0.54320 5.23160
H -4.08500 -1.02088 3.43151
H -2.36800 -2.14250 2.03044
H 5.59063 -3.44793 2.35758
H 3.06277 -6.42900 -0.03512
H 1.03582 -7.50604 -1.06354
H -1.15498 -6.30432 -0.90916
H -1.21633 -4.09998 0.22585
Cl 2.98984 -0.68970 -1.62556
Si 1.16782 -0.40722 -2.45163
Cl 0.73349 -2.12913 -3.45676
Cl 0.83863 1.32291 -3.90725
O -0.21791 -0.21011 -1.49392
P -1.40408 0.85528 -1.31117
C -0.77833 1.87881 0.14166
C -1.65097 3.06022 0.58856
C -0.89805 3.91676 1.62488
C 0.00638 3.04108 2.47877
C 1.13789 2.46134 1.61882
C 0.69940 2.24801 0.15171
C -2.93223 0.18554 -0.58023
C -3.24274 -1.25306 -1.03996
C -3.72114 -1.36843 -2.48664
C -4.88973 -0.42986 -2.76935
C -4.52250 1.01114 -2.44075
C -4.07059 1.15782 -0.98719
C -0.55263 3.94092 -4.42032
C -0.21733 2.69559 -4.61301
C 1.11480 0.58443 -5.42065
C 2.15572 2.41724 -3.83748
C 2.00837 3.84380 -4.30709
C 0.73967 4.67781 -3.96887
H -0.88648 1.04932 0.85697
H -2.57891 2.68958 1.02618
H -1.91410 3.68031 -0.27153
H -1.62397 4.45942 2.22978
H -0.29219 4.67001 1.11411
H -0.58685 2.23603 2.91200
H 0.42508 3.59791 3.31602
H 1.49569 1.52102 2.04279
H 1.99111 3.14063 1.61671
H 1.31735 1.44749 -0.26704
H 0.87573 3.15088 -0.43452
H -2.80463 0.17717 0.50096
H -4.01751 -1.64935 -0.37582
H -2.35729 -1.87834 -0.88971
H -4.01908 -2.40166 -2.67079
H -2.89778 -1.16841 -3.18385
H -5.74856 -0.73471 -2.16253
H -5.19781 -0.51123 -3.81198
H -5.36858 1.67795 -2.61143
H -3.74075 1.35055 -3.12922
H -4.91113 0.90884 -0.33207
H -3.81872 2.19789 -0.77237
H -1.44724 4.43236 -4.78092
H 0.21317 0.56805 -6.01917
H -1.83225 0.90185 -2.64950
H 2.07630 0.25718 -5.78280
H -0.31410 0.51822 -3.94842
H 3.09380 1.94662 -3.56635
H 0.46500 1.89456 -2.65439
H 2.21285 3.94893 -5.37668
H 2.84280 4.35227 -3.81039
H 0.83649 5.60434 -4.53678
H 0.72547 4.95190 -2.91078
```

Results
2S+1 = 1
energy above the lowest of the compared OMol25 structures with the same formula, charge and spin = 516.5 kJ/mol
LUMO energy (spin up / spin down) = -3.76 / -3.76 eV
net charge = +1
HOMO-LUMO gap (spin up / spin down) = 5.573 / 5.569 eV